Entry 1:
{"formula": "C2H3ClF2S", "method": "ωB97M-V/def2-TZVPD", "homo_energy_ev": [-9.769, -9.769], "charge": 0, "orbital_gap_ev": [7.8, 7.8], "species": ["C", "C", "F", "F", "S", "Cl", "H", "H", "H"], "coordinates": [[0.40978, -0.08133, 0.09327], [1.41185, -1.05222, -0.20537], [1.71487, -1.96840, 0.57073], [1.38220, -1.43273, -1.45075], [-1.22317, -0.79067, 0.60263], [3.49661, 0.63745, 0.32302], [0.84059, 0.52892, 0.86503], [0.43757, 0.61100, -0.67762], [-1.70909, -1.00907, -0.53025]]}



Entry 2:
{"formula": "CH2Br3PS", "method": "ωB97M-V/def2-TZVPD", "homo_energy_ev": -8.734, "charge": 0, "orbital_gap_ev": 6.9, "species": ["C", "P", "S", "Br", "Br", "Br", "H", "H"], "coordinates": [[1.66755, 0.72493, -1.28241], [-0.66814, -0.67619, 1.16066], [-1.74384, 0.30489, -0.33872], [0.32107, -0.17658, -1.82100], [-1.46083, -2.70897, 1.31229], [-1.87418, 0.21959, 2.84907], [1.65543, 1.84859, -1.45548], [2.10293, 0.46374, -0.42441]]}



Entry 3:
{"formula": "C4H2O2Sc", "method": "ωB97M-V/def2-TZVPD", "homo_energy_ev": -12.255, "charge": 1, "orbital_gap_ev": 5.9, "species": ["H", "C", "C", "O", "O", "Sc", "C", "C", "H"], "coordinates": [[0.92494, -2.04027, -0.68344], [0.72142, -1.13935, -0.09708], [-0.47667, -0.79236, 0.38760], [1.87849, -0.45672, 0.05337], [1.77765, 0.80593, 0.67101], [0.24967, 1.98096, 0.33585], [-1.50765, 0.90553, -0.28235], [-1.43262, 0.02430, 0.77524], [-2.13523, 0.71197, -1.16021]]}



Entry 4:
{"formula": "C39H53InN5OP2STe", "method": "ωB97M-V/def2-TZVPD", "homo_energy_ev": -15.388, "charge": 3, "orbital_gap_ev": 5.3, "species": ["In", "N", "C", "S", "N", "C", "C", "C", "C", "C", "C", "H", "H", "H", "H", "H", "H", "H", "H", "C", "P", "C", "C", "C", "C", "C", "C", "C", "H", "H", "H", "H", "H", "H", "H", "H", "H", "H", "H", "O", "P", "N", "C", "C", "C", "C", "N", "C", "C", "C", "C", "N", "C", "C", "C", "C", "H", "H", "H", "H", "H", "H", "H", "H", "H", "H", "H", "H", "H", "H", "H", "H", "H", "H", "H", "H", "H", "H", "H", "H", "Te", "C", "C", "C", "C", "C", "C", "C", "C", "C", "C", "C", "C", "H", "H", "H", "H", "H", "H", "H", "H", "H", "H"], "coordinates": [[0.10420, 0.60132, 0.41622], [3.44866, -1.07233, 2.83458], [2.90931, -0.06599, 2.17881], [2.56185, -0.25031, 0.48448], [2.60897, 1.06989, 2.80878], [2.61942, 1.26826, 4.23539], [1.92811, 0.38764, 5.06090], [1.90552, 0.61319, 6.42891], [2.57486, 1.70517, 6.96754], [3.25308, 2.58346, 6.13470], [3.27533, 2.37070, 4.76343], [3.69541, -1.91433, 2.33726], [3.79833, -0.94884, 3.77688], [2.58282, 1.89147, 2.22006], [1.40133, -0.45904, 4.63545], [1.34983, -0.05640, 7.07160], [2.57008, 1.87080, 8.03629], [3.76445, 3.44225, 6.54850], [3.81583, 3.04814, 4.11151], [-0.05148, 4.74553, -0.50170], [0.51980, 3.41374, 0.58759], [0.62851, 4.18683, 2.22315], [2.20513, 3.18189, -0.03433], [3.34766, 3.55330, 0.67095], [4.59729, 3.45301, 0.06771], [4.70852, 2.97520, -1.22935], [3.57343, 2.56697, -1.92381], [2.33099, 2.65746, -1.32327], [0.61867, 5.59565, -0.36062], [-1.07188, 5.02831, -0.24336], [-0.01410, 4.42691, -1.54157], [1.31356, 5.03405, 2.18301], [0.94194, 3.48222, 2.99484], [-0.36635, 4.55127, 2.48260], [3.26774, 3.97259, 1.66870], [5.48149, 3.77065, 0.60537], [5.67916, 2.92244, -1.70454], [3.66250, 2.19529, -2.93653], [1.44165, 2.35884, -1.87764], [-0.18223, -1.38032, -0.50879], [0.03854, -2.49287, -1.52378], [-1.40652, -3.22892, -1.76865], [-2.50711, -3.12034, -0.77675], [-3.12404, -4.51274, -0.74628], [-2.92352, -5.00922, -2.17908], [-1.53409, -4.48621, -2.53908], [1.14783, -3.54919, -0.95861], [2.12265, -4.30792, -1.77209], [2.51829, -5.47771, -0.87451], [2.34265, -4.92330, 0.54384], [1.09614, -4.05029, 0.42422], [0.57760, -1.89230, -2.94292], [1.63617, -0.86443, -2.92725], [1.83656, -0.55008, -4.40313], [1.68641, -1.93057, -5.04530], [0.52044, -2.55070, -4.27376], [-3.23942, -2.38523, -1.13218], [-2.13903, -2.79017, 0.19379], [-4.17017, -4.48910, -0.44788], [-2.57882, -5.15672, -0.05312], [-3.67971, -4.58185, -2.83896], [-2.97629, -6.09252, -2.25941], [-1.42898, -4.30104, -3.60600], [-0.76585, -5.21015, -2.24279], [2.99013, -3.68041, -1.99946], [1.69919, -4.64076, -2.71870], [3.53460, -5.81115, -1.07163], [1.84712, -6.32414, -1.02699], [3.21416, -4.32367, 0.81890], [2.21423, -5.71248, 1.28134], [1.07381, -3.21518, 1.12830], [0.19408, -4.65092, 0.59112], [2.56292, -1.25434, -2.48722], [1.31716, 0.00138, -2.33451], [2.80532, -0.09456, -4.60213], [1.05113, 0.11804, -4.76242], [2.59822, -2.51027, -4.89134], [1.48312, -1.87952, -6.11221], [0.61125, -3.63260, -4.20678], [-0.43017, -2.31229, -4.75359], [-2.55938, 0.72443, -0.91340], [-4.50220, 0.26044, -0.18451], [-5.44375, 0.15198, -1.19682], [-6.78327, 0.05657, -0.83929], [-7.14771, 0.04649, 0.49973], [-6.17948, 0.11343, 1.49538], [-4.83850, 0.22230, 1.15832], [-2.83373, 2.76512, -0.41250], [-2.92651, 3.14455, 0.92548], [-3.27554, 4.45162, 1.23899], [-3.53581, 5.36750, 0.22371], [-3.43484, 4.98395, -1.10661], [-3.07955, 3.67886, -1.43169], [-5.15712, 0.16730, -2.24144], [-7.53770, -0.00211, -1.61229], [-8.19343, -0.01945, 0.76881], [-6.47146, 0.08787, 2.53672], [-4.08973, 0.27756, 1.93716], [-2.75947, 2.42360, 1.71823], [-3.38010, 4.74188, 2.27733], [-3.82633, 6.38032, 0.47147], [-3.63939, 5.69703, -1.89460], [-3.02045, 3.37830, -2.47090]]}



Record order is preserved below.
ΔE to the lowest compared entry with this formula, charge and spin: 2.389; 3.427; 0.000; 2.257 eV